Record 1
Here is a cluster of 7 separate species, C16H45BFNO9PS8 in total from the Open Molecules 2025 dataset. Energies are from ωB97M-V/def2-TZVPD.

**Largest force on an atom**: 2.481 eV/A
**Net charge**: +1
**HOMO level**: -10.44 eV
**E_LUMO**: -2.84 eV

Atoms and positions in Å:
H  -6.24  6.53  3.98
H  -2.72  6.62  -0.33
S  -2.36  4.27  -0.14
H  2.60  0.26  -0.96
N  1.73  -1.02  0.54
C  2.50  0.24  0.12
O  -6.25  5.45  1.27
O  -1.87  8.13  -2.43
O  -1.27  4.49  0.87
H  -1.10  5.44  -1.80
H  -0.92  -7.65  3.08
H  -2.55  10.52  -1.07
C  1.08  2.27  0.98
P  2.95  -2.45  0.43
H  -0.91  3.67  -1.92
H  6.73  -4.33  1.53
C  -0.10  -0.82  2.63
S  -0.84  9.06  -1.87
B  1.34  -0.81  2.08
H  0.34  2.99  1.27
C  -1.66  10.07  -0.63
H  -4.08  5.66  -0.99
H  0.02  -9.15  2.87
H  -1.94  9.42  0.20
O  0.95  -1.84  -1.71
C  -6.53  3.17  2.57
C  7.37  -4.52  -2.06
H  -0.12  9.94  -3.94
H  -0.99  -4.40  -1.61
H  8.40  -4.85  -1.93
H  -0.17  -5.59  -2.64
H  -1.55  10.81  -3.33
H  -5.06  5.20  3.82
H  7.29  -3.92  -2.97
O  -2.93  -6.18  -2.84
O  2.43  -0.60  2.85
H  -2.40  4.45  -2.52
H  0.06  11.13  -2.63
C  7.04  -4.76  0.58
H  -6.95  2.76  3.48
O  -0.30  -0.05  -0.67
H  -0.98  10.84  -0.28
S  0.38  -1.27  -0.55
S  2.12  -4.17  0.40
H  -2.46  -5.74  -5.69
H  8.08  -5.08  0.65
H  2.61  -1.30  3.49
H  -0.16  0.05  3.29
H  3.50  0.15  0.54
H  6.39  -5.61  0.33
H  3.72  -2.18  -0.70
F  -0.50  -2.28  0.16
H  -3.89  5.82  0.76
S  6.89  -3.50  -0.68
H  3.12  -7.96  1.01
C  -6.12  5.45  3.91
O  5.42  -3.24  -0.84
H  -1.09  -4.63  -5.47
C  -0.59  10.37  -3.06
H  -0.70  -8.33  1.45
H  3.78  -2.31  1.55
H  -6.55  4.97  4.78
H  6.70  -5.38  -2.13
C  -0.24  -8.19  2.42
H  -0.98  -6.33  -4.89
C  2.13  -8.37  1.21
H  -6.94  2.65  1.71
C  -3.36  5.74  -0.18
C  1.86  1.42  0.66
S  -6.99  4.90  2.43
H  -0.91  -0.74  1.92
S  1.25  -7.19  2.24
H  1.59  -8.51  0.27
H  -5.44  3.08  2.57
H  -0.22  -1.70  3.27
C  -0.77  -4.68  -2.63
S  -2.34  -4.97  -3.46
H  -0.24  -3.87  -3.13
C  -1.62  4.49  -1.76
O  1.93  -7.17  3.56
C  -1.64  -5.47  -5.04
H  2.22  -9.32  1.74

Atom charges from the Mulliken analysis, given in e for atoms 1 to 2: atom 1 (H): 0.323, atom 2 (H): 0.031

Record 2
Here is a cluster of 7 separate species, C33H54BNO10 in total from the Open Molecules 2025 dataset. Energies are from ωB97M-V/def2-TZVPD.

**Largest force on an atom**: 0.924 eV/A
**Net charge**: 0
**SMILES**: CN(C)B(O)c1ccc2c(c1CCCO)C(=O)C=CC2=O.CC(C)=O.CC(C)=O.CC(C)=O.CC(C)=O.CC(C)=O.CC(C)=O
**HOMO level**: -8.21 eV
**E_LUMO**: -0.47 eV

Atoms and positions in Å:
C  4.03  -2.53  0.95
H  4.92  -2.05  0.53
H  -0.50  -5.52  9.29
H  1.84  -4.20  5.42
C  -0.94  0.86  -0.12
C  -4.67  -0.77  -3.42
C  1.16  3.41  -3.08
O  -1.84  6.72  -2.85
C  -1.17  -1.32  -5.27
C  2.92  -5.14  8.70
H  3.80  1.60  -1.42
H  0.72  -2.40  -7.99
C  0.20  1.19  0.64
O  -3.06  1.78  -0.71
O  3.60  -1.13  -1.80
H  2.05  -4.22  0.97
H  -3.10  9.36  -1.87
C  0.00  2.23  1.69
H  0.80  -5.76  10.49
H  1.41  -2.65  1.42
H  3.45  -0.24  -2.15
O  5.35  1.20  -0.13
H  -6.24  0.39  -2.52
C  -4.19  6.82  -2.52
H  0.36  -1.57  -2.03
O  -3.48  -0.80  -3.21
C  -0.01  -4.05  4.35
H  0.68  -3.08  6.14
H  -1.46  -0.31  -4.97
H  -4.45  -1.15  -5.51
H  3.01  -4.08  8.90
H  -0.50  2.98  -4.37
H  -0.61  -1.79  -4.47
C  0.32  -0.79  -1.28
H  -5.11  -0.36  -1.37
C  -0.75  -5.23  4.95
H  0.99  -3.39  -0.15
C  0.51  -5.22  9.59
H  -1.22  -4.93  5.89
H  -5.82  -0.10  -5.10
C  -0.88  -0.11  -1.11
H  3.43  0.21  1.10
H  3.30  -5.69  9.57
H  -0.05  -6.04  5.17
H  -5.92  -1.84  -4.79
H  -4.20  5.95  -3.17
H  4.67  3.00  -0.87
H  -6.34  -1.35  -2.20
C  -0.34  -1.26  -6.53
H  -4.78  7.62  -2.98
H  2.39  2.77  0.02
C  4.27  2.03  -0.54
H  -0.71  -3.21  -7.33
H  1.54  -2.62  4.65
C  -2.23  1.55  0.15
H  -1.51  -5.57  4.26
O  -0.28  -3.62  3.26
O  1.83  2.69  -2.37
H  -2.08  -1.90  -5.45
N  2.98  -2.65  -0.05
O  -0.07  -0.21  -7.07
H  0.51  -4.15  9.82
C  3.22  2.28  0.52
C  0.84  4.83  -2.70
H  -1.44  2.56  3.34
C  -2.44  1.96  1.57
H  -2.95  8.31  -0.46
H  -0.24  4.96  -2.62
H  3.71  -1.93  1.82
C  -2.56  8.50  -1.46
C  -5.25  -0.98  -4.79
O  0.83  3.03  2.05
C  -2.77  7.29  -2.33
O  1.11  -6.00  7.42
C  1.42  0.54  0.42
H  -1.50  8.74  -1.40
C  2.66  0.98  1.15
C  1.46  -0.51  -0.52
H  -3.45  1.99  1.95
H  0.96  3.53  -5.21
B  2.73  -1.42  -0.80
C  0.14  -2.58  -7.09
H  -4.63  6.57  -1.56
C  1.09  -3.45  5.19
H  5.48  1.33  0.82
H  1.30  5.06  -1.74
H  4.30  -3.51  1.33
H  3.58  2.97  1.28
C  -5.65  -0.51  -2.30
H  -1.76  -0.34  -1.69
C  -1.37  2.26  2.30
H  2.43  1.13  2.21
H  1.21  5.52  -3.45
H  0.89  1.88  -4.55
H  0.75  -3.09  -6.35
C  0.59  2.91  -4.39
C  1.79  -3.23  0.57
H  3.51  -5.40  7.83
C  1.47  -5.51  8.47

Atom charges from the Mulliken analysis, given in e for atoms 1 to 2: atom 1 (C): -1.146, atom 2 (H): 0.328

Record 3
Here is a cluster of 10 separate species, C5H27N2O9 in total from the Open Molecules 2025 dataset. Energies are from ωB97M-V/def2-TZVPD.

**Largest force on an atom**: 3.208 eV/A
**Net charge**: +1
**HOMO level**: -13.09 eV
**E_LUMO**: -2.41 eV

Atoms and positions in Å:
C  -0.01  0.10  0.86
O  -2.40  2.19  2.04
H  -1.07  -0.48  -2.72
H  -0.39  3.73  -0.79
O  -0.40  2.92  -0.29
H  -3.38  -2.35  -1.77
O  1.98  1.80  -0.50
N  -0.39  0.31  -0.37
H  2.84  0.09  -3.13
H  2.66  1.63  3.25
O  2.70  -2.80  1.85
H  -1.58  -2.66  -1.94
H  -2.78  2.03  -2.43
H  1.94  1.80  0.48
H  2.45  0.77  -1.73
H  3.02  -2.54  0.95
H  -2.62  -2.23  -3.30
H  -2.70  0.12  -2.46
C  -1.74  -1.19  0.43
H  2.28  -1.54  -1.04
H  2.24  2.73  -0.60
O  1.25  -1.04  3.08
O  1.97  1.54  2.58
H  1.57  -2.94  -1.32
H  -0.66  -1.25  2.34
C  -2.46  -2.03  -2.23
H  0.11  0.83  -1.07
H  1.77  -1.27  3.87
H  -2.30  -2.07  0.57
O  1.98  -2.39  -0.65
H  1.95  -3.40  1.73
C  -1.43  -0.54  -0.73
C  -1.97  -0.60  -2.14
H  -2.01  2.51  2.86
N  -0.75  -0.86  1.41
O  2.66  -0.07  -2.20
O  -2.60  2.10  -1.49
H  -3.16  2.74  -1.05
H  -0.92  2.14  -0.46
H  -1.69  2.37  1.40
H  0.81  0.60  1.36
H  1.82  -1.62  2.46
H  1.38  0.84  2.92

Atom charges from the Mulliken analysis, given in e for atoms 1 to 2: atom 1 (C): -0.516, atom 2 (O): -0.630

Record 4
Here is a structure of composition C30H24ClNO4PPt from the Open Molecules 2025 dataset. Energies are from ωB97M-V/def2-TZVPD.

**Largest force on an atom**: 4.126 eV/A
**Net charge**: +1
**Spin multiplicity**: 5
**HOMO level (spin up / spin down)**: -11.55 / -12.05 eV
**Expectation value of S²**: 6.020
**E_LUMO (spin up / spin down)**: -3.25 / -7.17 eV

Atoms and positions in Å:
C  0.33  -2.02  3.00
O  -2.22  0.62  3.36
C  0.09  3.92  -2.83
H  0.52  -1.95  4.08
C  3.53  -2.00  -3.38
H  -4.86  -1.73  -4.25
C  -3.29  -0.23  -4.30
H  1.01  -2.65  -0.23
C  -3.29  -2.16  -2.82
H  -2.56  0.94  5.88
H  2.22  1.99  6.80
H  -1.89  -1.68  2.98
C  -0.60  1.27  5.01
C  0.57  -2.44  0.74
H  2.27  -2.75  2.13
C  3.08  -2.63  -4.56
H  2.96  -0.79  -1.68
H  1.85  2.95  -5.62
Cl  1.51  0.90  0.22
H  -1.59  -2.35  -1.52
H  3.80  -3.19  -5.16
C  -0.87  -2.22  1.00
H  -1.64  1.12  -4.11
C  1.74  -2.57  -4.93
O  -0.10  1.02  2.69
C  -1.05  0.97  3.59
C  1.17  1.80  6.59
H  -0.21  -1.83  -4.45
C  2.61  -1.30  -2.59
C  -0.08  2.66  -2.24
N  0.68  1.87  8.99
C  0.46  1.50  -2.84
P  0.14  -0.10  -1.97
H  -3.77  -3.07  -2.44
C  -0.96  -1.83  2.42
C  -1.52  1.20  6.08
C  -3.90  -1.41  -3.84
H  -3.77  0.35  -5.10
C  1.16  1.62  -4.05
C  1.31  2.87  -4.66
C  1.24  -2.41  1.99
H  1.39  -3.08  -5.85
H  0.93  4.99  -4.50
O  -0.14  1.79  9.93
O  1.90  2.08  9.20
C  0.75  1.58  5.29
H  -1.68  -2.56  0.37
C  -1.48  -0.54  -2.72
H  4.58  -2.05  -3.07
H  1.48  1.62  4.49
C  1.25  -1.20  -2.96
C  0.24  1.72  7.66
H  1.59  0.74  -4.54
C  -1.12  1.42  7.39
H  -1.81  1.33  8.22
H  -0.63  2.59  -1.30
C  0.83  -1.87  -4.13
Pt  -0.47  -0.11  0.91
C  0.79  4.01  -4.05
H  -0.31  4.80  -2.34
C  -2.09  0.20  -3.74
C  -2.08  -1.74  -2.28

Atom charges from the Mulliken analysis, given in e for atoms 1 to 2: atom 1 (C): -0.222, atom 2 (O): -0.660

Record 5
Here is a cluster of 3 separate species, C3H12O2S in total from the Open Molecules 2025 dataset. Energies are from ωB97M-V/def2-TZVPD.

**Largest force on an atom**: 1.472 eV/A
**Net charge**: 0
**SMILES**: CCSC.O.O
**HOMO level**: -8.34 eV
**E_LUMO**: 0.48 eV

Atoms and positions in Å:
H  -1.27  0.96  -1.43
H  -2.94  0.86  -1.32
H  2.75  -0.83  -0.49
H  3.90  -0.98  0.52
C  0.59  0.94  0.87
H  1.62  0.81  1.18
H  -2.27  1.93  -0.20
O  2.96  -1.20  0.37
H  0.52  1.29  -0.15
C  -2.05  0.97  -0.67
S  -1.93  -0.36  0.52
H  0.09  1.69  1.49
O  1.45  0.29  -2.09
H  0.66  -0.18  -1.83
H  0.43  -1.20  0.66
H  -0.32  -0.62  2.07
C  -0.18  -0.36  1.01
H  1.76  -0.23  -2.81

Atom charges from the Mulliken analysis, given in e for atoms 1 to 2: atom 1 (H): 0.159, atom 2 (H): 0.314

| no. | E_tot (Eh) |
| --- | --- |
| 1 | -5019.6449 |
| 2 | -2121.8905 |
| 3 | -993.1511 |
| 4 | -2433.6648 |
| 5 | -670.1401 |